Here is a 2-piece molecular cluster, C9H10BCl3NO3 overall at a distorted geometry from the OMol25 dataset. Energies are from ωB97M-V with the def2-TZVPD basis set.

XYZ file:
```
27
Properties=species:S:1:pos:R:3:forces:R:3:lowdin_charge:R:1
C -1.091367 0.978217 -2.921732 -1.210 0.271 0.076 -0.163
C 0.119214 0.223955 -2.676037 1.748 -1.226 0.203 -0.195
N 1.260971 0.932344 -2.806603 -1.777 0.564 -0.220 -0.496
O 2.428062 0.478288 -2.801983 0.269 -0.325 0.286 -0.115
O 1.013021 2.171858 -2.989779 1.465 0.555 0.064 -0.141
H -1.944533 0.299804 -2.987454 -0.151 0.018 0.136 0.061
H -1.231584 1.699863 -2.104539 -0.363 0.090 -0.194 0.066
H -1.028491 1.570257 -3.847906 -0.043 -0.115 0.173 0.072
H 0.180805 -0.853521 -2.618025 0.137 0.179 -0.098 0.026
Cl -2.351134 -4.184563 -0.090975 0.272 0.233 0.168 0.489
B -0.627042 -3.530503 -0.034267 0.300 -0.566 -1.182 -1.858
Cl 0.479917 -4.593822 1.020410 -0.123 0.246 -0.078 0.484
Cl 0.072547 -3.334824 -1.782736 -0.182 -0.352 0.694 0.506
O -0.665831 -2.149233 0.535444 0.579 1.088 0.748 -0.068
C 0.363010 -1.414894 0.706882 -0.885 -0.407 -0.216 -0.033
C 0.241002 -0.164023 1.427251 0.657 0.280 0.588 -0.156
C 1.425036 0.577903 1.723914 -0.680 -0.366 -0.415 0.005
C 1.327688 1.787998 2.408769 -0.176 0.010 0.038 -0.067
C 0.074351 2.264469 2.845549 0.422 -0.656 -0.483 -0.062
C -1.069196 1.487166 2.617792 -0.024 0.123 0.082 -0.074
C -0.995314 0.273296 1.947199 0.192 0.040 -0.298 0.004
H 1.331606 -1.797991 0.357608 -0.217 0.272 0.038 0.145
H 2.382335 0.162826 1.377752 -0.414 0.463 0.132 0.129
H 2.226616 2.382237 2.587943 -0.296 -0.236 -0.033 0.106
H 0.005013 3.229558 3.349684 -0.010 -0.316 -0.136 0.104
H -2.041849 1.844276 2.955586 0.253 -0.101 -0.012 0.105
H -1.884860 -0.340939 1.800255 0.257 0.235 -0.061 0.129
```
Forces are in eV/Å.

The HOMO-LUMO gap is 3.85 eV. The HOMO energy comes out at -3.2 eV. Its total energy is -55372.979 eV. For the energy above the lowest of the compared OMol25 structures with the same formula, charge and spin, the calculation gives 189.08 kJ/mol. As for the total charge: -1.